Molecular formula: C54H47FGeN3O6SW
Method: DFT, the ωB97M-V functional and the def2-TZVPD basis

```
114
C54H47FGeN3O6SW (the ωB97M-V functional and the def2-TZVPD basis)
W -0.56 0.21 0.31
C 2.12 2.25 0.04
O 0.94 1.91 0.80
C 0.94 2.24 2.15
C 1.68 3.26 2.71
C 1.56 3.49 4.07
C 0.71 2.72 4.85
C -0.02 1.69 4.28
C 0.08 1.46 2.92
N -0.60 0.40 2.26
N -1.89 0.64 1.76
C -2.82 -0.45 1.83
C -2.96 -1.14 0.65
O -2.09 -0.79 -0.34
C -3.91 -2.18 0.53
C -4.68 -2.49 1.60
C -4.57 -1.78 2.83
C -5.37 -2.11 3.95
C -5.25 -1.42 5.13
C -4.33 -0.35 5.23
C -3.54 0.00 4.16
C -3.64 -0.72 2.95
H 3.01 2.02 0.63
H 2.09 3.31 -0.22
H 2.11 1.62 -0.85
H 2.34 3.86 2.10
H 2.13 4.29 4.52
H 0.64 2.91 5.91
H -0.66 1.05 4.88
H -4.00 -2.70 -0.41
H -5.40 -3.29 1.54
H -6.08 -2.92 3.87
H -5.86 -1.68 5.98
H -4.26 0.21 6.15
H -2.86 0.83 4.23
C -0.22 4.34 -6.17
C -1.27 4.86 -5.20
C -1.12 6.35 -4.96
C -2.25 6.85 -4.08
C -2.34 6.04 -2.81
C -2.92 6.57 -1.68
C -3.00 5.82 -0.51
F -3.58 6.39 0.56
C -2.50 4.56 -0.42
C -1.89 4.01 -1.56
C -1.35 2.67 -1.48
O -1.51 2.00 -0.41
C -0.71 2.18 -2.64
C -0.70 2.93 -3.79
N -1.22 4.15 -3.88
C -1.82 4.74 -2.76
C -0.06 0.84 -2.68
O 0.27 0.31 -3.72
O 0.18 0.31 -1.49
H -0.22 4.99 -7.04
H -0.42 3.33 -6.53
H 0.78 4.37 -5.73
H -2.26 4.67 -5.61
H -1.13 6.86 -5.92
H -0.15 6.54 -4.49
H -3.20 6.77 -4.63
H -2.12 7.91 -3.83
H -3.32 7.58 -1.69
H -2.56 3.98 0.49
H -0.26 2.50 -4.67
O 1.27 -0.73 0.70
S 3.38 -0.87 -1.90
C 3.42 -0.89 -3.73
C 4.84 -0.48 -4.14
C 5.36 0.48 -3.07
C 5.07 -0.20 -1.74
H 2.67 -0.20 -4.10
H 3.17 -1.89 -4.08
H 4.84 -0.03 -5.13
H 5.48 -1.36 -4.17
H 4.81 1.43 -3.13
H 6.42 0.70 -3.19
H 5.11 0.47 -0.89
H 5.77 -1.02 -1.56
C 0.43 -1.62 0.73
Ge 0.87 -3.56 1.13
C 0.13 -3.78 2.91
C -1.14 -3.29 3.22
C -1.67 -3.46 4.49
C -0.95 -4.15 5.45
C 0.31 -4.66 5.15
C 0.85 -4.47 3.89
C 2.80 -3.55 1.09
C 3.50 -3.92 -0.05
C 4.89 -3.83 -0.09
C 5.58 -3.36 1.01
C 4.90 -2.97 2.15
C 3.51 -3.06 2.19
C 0.02 -4.59 -0.26
C 0.55 -5.81 -0.67
C -0.11 -6.57 -1.62
C -1.30 -6.12 -2.18
C -1.83 -4.90 -1.78
C -1.18 -4.14 -0.82
H -1.72 -2.76 2.47
H -2.65 -3.06 4.72
H -1.36 -4.29 6.44
H 0.87 -5.20 5.90
H 1.83 -4.87 3.66
H 2.97 -4.26 -0.93
H 5.42 -4.12 -0.99
H 6.66 -3.29 0.98
H 5.44 -2.60 3.01
H 2.99 -2.76 3.09
H 1.47 -6.18 -0.24
H 0.30 -7.53 -1.93
H -1.81 -6.71 -2.92
H -2.75 -4.54 -2.21
H -1.59 -3.19 -0.53
```

## Properties
**Charge**: +1
**Frontier orbital gap**: 6.368 eV
**LUMO energy**: -3.389 eV